(1)
Here is a cluster of 2 separate species, C4H12NOS in total at a distorted geometry from the Open Molecules 2025 dataset. Energies are from wB97M-V/def2-TZVPD.

Computed properties:
Energy relative to the best compared isomer or geometry (same formula, charge and spin): 0.7778 eV
HOMO: -2.91 eV
LUMO level: 0.134 Ha
E_tot: -687.799466 Eh
Total charge: -1
Multiplicity: 1
M: 122.2 Da

Positions of all 19 atoms, in Å:
C: 2.6486 -0.2302 -0.9415
N: 1.2144 -0.6350 -1.0662
C: 0.2603 0.1641 -0.2173
C: -1.1334 -0.5235 -0.1311
S: -2.4219 0.3993 0.7544
C: 0.1599 1.6692 -0.5405
H: 2.6904 0.7866 -1.3490
H: 2.8892 -0.2478 0.1345
H: 3.2393 -1.0184 -1.4147
H: 0.9089 -0.6366 -2.0544
H: 0.7045 -0.0496 0.7613
H: -1.4348 -0.6287 -1.2022
H: -0.9109 -1.5156 0.2620
H: 1.0562 2.1529 -0.9347
H: -0.2005 2.0689 0.4036
H: -0.6768 1.7493 -1.2666
H: -2.9761 -0.4430 2.8171
H: -2.9024 -1.8140 2.6018
O: -3.1150 -1.2478 3.3838

=====

(2)
Here is a cluster of 2 separate species, C4H12NOS in total at a distorted geometry from the Open Molecules 2025 dataset. Energies are from wB97M-V/def2-TZVPD.

Computed properties:
Energy relative to the best compared isomer or geometry (same formula, charge and spin): 1.2064 eV
HOMO: -2.53 eV
LUMO level: 0.128 Ha
E_tot: -687.783716 Eh
Total charge: -1
Multiplicity: 1
M: 122.2 Da

Positions of all 19 atoms, in Å:
C: 0.4060 0.6423 1.5621
C: 1.4455 1.5216 0.8707
S: 1.9958 2.7811 2.1385
C: 0.0379 -0.7298 0.9364
N: -0.6225 -0.5031 -0.4846
C: 0.4367 -0.5763 -1.4782
H: -0.5934 1.0981 1.5009
H: 0.5699 0.4976 2.6295
H: 2.3227 0.9523 0.5669
H: 0.9858 2.1070 0.0754
H: -0.7044 -1.2247 1.5677
H: 0.8168 -1.4406 0.6606
H: -1.0079 0.3922 -0.2217
H: 1.3433 -0.0366 -1.1941
H: 0.6618 -1.6059 -1.7468
H: 0.1296 -0.0464 -2.3832
H: -2.1080 -1.4005 -1.2131
H: -3.1771 -0.7832 -2.0761
O: -2.9385 -1.6452 -1.7110

=====

Please write out number 1 again, unchanged.
Here is a cluster of 2 separate species, C4H12NOS in total at a distorted geometry from the Open Molecules 2025 dataset. Energies are from wB97M-V/def2-TZVPD.

Computed properties:
Energy relative to the best compared isomer or geometry (same formula, charge and spin): 0.7778 eV
HOMO: -2.91 eV
LUMO level: 0.134 Ha
E_tot: -687.799466 Eh
Total charge: -1
Multiplicity: 1
M: 122.2 Da

Positions of all 19 atoms, in Å:
C: 2.6486 -0.2302 -0.9415
N: 1.2144 -0.6350 -1.0662
C: 0.2603 0.1641 -0.2173
C: -1.1334 -0.5235 -0.1311
S: -2.4219 0.3993 0.7544
C: 0.1599 1.6692 -0.5405
H: 2.6904 0.7866 -1.3490
H: 2.8892 -0.2478 0.1345
H: 3.2393 -1.0184 -1.4147
H: 0.9089 -0.6366 -2.0544
H: 0.7045 -0.0496 0.7613
H: -1.4348 -0.6287 -1.2022
H: -0.9109 -1.5156 0.2620
H: 1.0562 2.1529 -0.9347
H: -0.2005 2.0689 0.4036
H: -0.6768 1.7493 -1.2666
H: -2.9761 -0.4430 2.8171
H: -2.9024 -1.8140 2.6018
O: -3.1150 -1.2478 3.3838